The following is a DFT calculation (wB97M-V/def2-TZVPD) of a 4-piece molecular cluster, C40H89BN4O14P2S overall.

Calculated values
DFT total energy   -3955.64936 Eh
Orbital gap   8.97 eV
SMILES string   CCB(O)[C@@]1(CP(=O)(O)O)[C@@](CCCCN)(CCCCCOC(C)=O)OC(=O)[C@@]1(CC(C)C)[PH2]=S.COCCNCCOC.COCCNCCOC.COCCNCCOC

```
! RIJCOSX wB97M-V def2-TZVPD def2/J DEFGRID3
* xyz 0 1
C -1.21 -6.04 0.93
C -0.04 -5.16 1.43
B -0.41 -3.63 1.41
O -1.68 -3.27 1.80
C 0.55 -2.44 0.87
C 2.01 -2.48 1.37
P 2.94 -3.77 2.21
O 4.21 -3.24 2.72
O 3.16 -4.99 1.18
O 1.99 -4.36 3.36
C 0.35 -2.47 -0.70
C 1.26 -1.56 -1.54
C 0.61 -1.00 -2.81
C 1.68 -0.41 -3.74
C 1.34 -0.51 -5.23
N -0.04 -0.20 -5.61
C 0.30 -3.81 -1.42
C 1.62 -4.60 -1.44
C 2.21 -4.82 -2.85
C 3.69 -4.46 -2.98
C 4.57 -5.09 -1.90
O 5.52 -5.96 -2.54
C 6.12 -6.85 -1.69
C 5.45 -8.20 -1.66
O 7.08 -6.56 -1.06
O -1.02 -1.95 -0.78
C -1.17 -0.93 0.09
O -2.05 -0.13 0.02
C -0.11 -1.03 1.18
C 0.88 0.18 1.28
C 0.35 1.59 0.93
C 0.67 2.00 -0.50
C 0.97 2.59 1.92
P -1.01 -0.88 2.80
S -0.22 -1.84 4.30
H -1.90 -6.29 1.74
H -0.83 -6.97 0.51
H -1.79 -5.56 0.14
H 0.85 -5.37 0.85
H 0.18 -5.44 2.46
H -1.95 -3.69 2.63
H 2.14 -1.71 2.13
H 2.69 -2.22 0.55
H 4.08 -5.28 1.31
H 2.44 -4.24 4.21
H 1.68 -0.73 -0.98
H 2.12 -2.15 -1.87
H -0.12 -0.23 -2.55
H 0.03 -1.77 -3.33
H 1.81 0.65 -3.50
H 2.63 -0.91 -3.56
H 1.56 -1.52 -5.59
H 1.99 0.17 -5.78
H -0.64 -1.01 -5.53
H -0.43 0.54 -5.04
H -0.54 -4.41 -1.08
H 0.05 -3.57 -2.45
H 2.37 -4.07 -0.84
H 1.48 -5.57 -0.95
H 1.64 -4.25 -3.59
H 2.10 -5.87 -3.14
H 4.06 -4.82 -3.94
H 3.82 -3.37 -2.99
H 5.13 -4.35 -1.32
H 3.97 -5.69 -1.20
H 5.16 -8.50 -2.66
H 4.54 -8.12 -1.06
H 6.11 -8.93 -1.20
H 1.19 0.22 2.34
H 1.81 -0.01 0.76
H -0.74 1.61 1.08
H 0.06 1.47 -1.24
H 0.51 3.07 -0.63
H 1.73 1.81 -0.72
H 0.46 2.52 2.89
H 0.85 3.61 1.58
H 2.03 2.37 2.10
H -2.36 -1.11 2.57
H -1.00 0.52 2.96
C 7.39 -2.77 -6.82
O 8.07 -1.68 -6.23
C 8.20 -0.54 -7.07
C 7.43 0.63 -6.50
N 6.00 0.38 -6.57
C 5.18 1.37 -5.89
C 5.32 1.48 -4.37
O 4.88 0.32 -3.68
C 5.85 -0.69 -3.49
H 7.43 -3.59 -6.11
H 6.34 -2.54 -7.04
H 7.87 -3.09 -7.75
H 7.85 -0.77 -8.08
H 9.26 -0.28 -7.13
H 7.67 1.53 -7.08
H 7.80 0.79 -5.48
H 5.81 -0.53 -6.18
H 4.13 1.14 -6.11
H 5.39 2.35 -6.32
H 4.68 2.29 -4.03
H 6.34 1.73 -4.07
H 6.86 -0.27 -3.41
H 5.86 -1.42 -4.31
H 5.61 -1.21 -2.57
C -0.22 4.54 5.49
O -0.85 4.34 4.25
C -2.17 3.81 4.32
C -3.18 4.81 3.81
N -3.30 5.95 4.71
C -4.14 7.03 4.21
C -3.67 7.77 2.96
O -2.48 8.51 3.15
C -1.28 7.81 2.90
H 0.80 4.84 5.29
H -0.71 5.33 6.08
H -0.21 3.62 6.09
H -2.41 3.52 5.35
H -2.21 2.92 3.70
H -4.15 4.33 3.73
H -2.87 5.10 2.79
H -2.37 6.31 4.90
H -4.24 7.77 5.01
H -5.14 6.63 4.02
H -4.45 8.50 2.70
H -3.56 7.10 2.10
H -1.41 7.06 2.12
H -0.89 7.32 3.80
H -0.54 8.54 2.57
C -11.45 1.79 4.43
O -10.10 1.49 4.72
C -9.44 0.70 3.74
C -8.33 1.49 3.08
N -8.86 2.57 2.27
C -7.86 3.48 1.73
C -7.06 4.32 2.72
O -7.83 5.28 3.42
C -8.43 4.83 4.62
H -11.86 2.32 5.29
H -11.56 2.42 3.54
H -12.03 0.87 4.27
H -10.16 0.36 2.98
H -9.02 -0.18 4.23
H -7.75 0.82 2.44
H -7.66 1.84 3.88
H -9.53 3.10 2.83
H -8.37 4.17 1.05
H -7.16 2.90 1.13
H -6.32 4.89 2.15
H -6.51 3.70 3.44
H -7.81 4.08 5.12
H -9.43 4.41 4.47
H -8.52 5.70 5.28
*
```

The following is a DFT calculation (wB97M-V/def2-TZVPD) of one molecule with the formula C3H8IP.

Calculated values
Energy relative to the best compared isomer or geometry (same formula, charge and spin)   36.9 kcal/mol
DFT total energy   -758.11162 Eh
Orbital gap   8.13 eV
SMILES string   CCP(C)I

```
! RIJCOSX wB97M-V def2-TZVPD def2/J DEFGRID3
* xyz 0 1
C -0.02 -1.82 -0.89
C -0.20 -0.50 -0.30
P 1.12 0.17 0.79
C 0.44 1.77 1.13
I 0.05 -1.03 3.13
H 0.77 -1.85 -1.76
H 0.17 -2.70 -0.22
H -1.08 -2.03 -1.36
H -1.17 -0.45 0.32
H -0.56 0.33 -1.13
H -0.72 1.90 0.93
H 0.96 2.45 0.56
H 0.59 2.03 2.13
*
```

The following is a DFT calculation (wB97M-V/def2-TZVPD) of a 4-piece molecular cluster, C16H34B4O14Si overall.

Calculated values
Energy relative to the best compared isomer or geometry (same formula, charge and spin)   48.9 kcal/mol
DFT total energy   -2072.54308 Eh
Orbital gap   10.13 eV
SMILES string   C#CCB1OB(CB(O)O)OB([Si](C)(C)C)O1.COC(=O)OC.COC(=O)OC.COC(=O)OC

```
! RIJCOSX wB97M-V def2-TZVPD def2/J DEFGRID3
* xyz 0 1
C -3.62 -1.01 0.57
C -3.51 -0.95 -0.75
C -3.23 -0.85 -2.35
B -1.61 -0.66 -2.50
O -0.90 0.62 -2.38
B 0.29 0.24 -1.60
C 1.77 0.90 -1.81
B 2.54 0.75 -0.34
O 3.85 0.12 -0.25
O 1.93 1.22 0.92
O 0.13 -0.84 -0.60
B -0.18 -2.06 -1.37
Si 0.06 -3.87 -0.69
C -0.37 -3.84 1.20
C -1.29 -4.98 -1.52
C 1.86 -4.40 -1.07
O -0.72 -1.82 -2.72
H -3.58 -0.89 1.71
H -3.49 -1.91 -2.77
H -3.86 -0.03 -2.86
H 1.76 1.98 -2.20
H 2.38 0.23 -2.54
H 4.10 -0.27 -1.12
H 1.78 0.44 1.50
H -0.11 -4.85 1.73
H -1.52 -3.66 1.26
H 0.22 -3.00 1.73
H -2.13 -5.17 -0.73
H -1.82 -4.35 -2.35
H -0.89 -5.96 -1.97
H 2.02 -5.52 -1.28
H 2.21 -3.83 -2.02
H 2.60 -4.08 -0.23
C 3.10 5.94 -5.68
O 1.77 5.48 -5.89
C 1.61 4.15 -5.78
O 2.49 3.35 -5.54
O 0.31 3.86 -6.00
C 0.00 2.47 -5.92
H 3.11 7.02 -5.79
H 3.45 5.69 -4.68
H 3.77 5.51 -6.44
H 0.22 2.09 -4.92
H 0.54 1.91 -6.68
H -1.07 2.36 -6.10
C 1.00 -1.61 5.08
O 0.76 -2.29 6.30
C 0.01 -3.41 6.17
O -0.45 -3.84 5.14
O -0.15 -3.95 7.39
C -0.93 -5.15 7.41
H 1.61 -0.73 5.31
H 1.56 -2.24 4.38
H 0.06 -1.27 4.63
H -0.45 -5.93 6.80
H -1.94 -4.95 7.05
H -0.98 -5.50 8.44
C -1.95 6.39 3.18
O -2.33 5.11 2.68
C -1.34 4.44 2.06
O -0.20 4.84 1.91
O -1.83 3.26 1.63
C -0.88 2.44 0.95
H -2.83 6.83 3.66
H -1.17 6.29 3.93
H -1.63 7.04 2.37
H -0.05 2.19 1.61
H -0.51 2.94 0.05
H -1.38 1.52 0.65
*
```

We obtain max |F| values of 0.64 4.49 7.37 eV/A for the records listed above, in that order.
We obtain HOMO values of -8.661 -9.003 -9.932 eV for the records listed above, in that order.